ORCA calculation (the ωB97M-V functional and the def2-TZVPD basis) on a molecular structure, C3H5N2O.

```
11
C3H5N2O (the ωB97M-V functional and the def2-TZVPD basis)
C -0.27411 -0.15179 -1.16593
C 1.26524 -0.34859 0.51691
C -0.51387 0.43034 1.09697
N 0.96278 -0.40901 -0.81523
N -1.04960 0.24062 -0.19169
O 2.07204 -0.65164 1.28168
H -0.67074 -0.34286 -2.13948
H -0.96703 -0.28634 1.92848
H -0.49084 1.39785 1.62134
H 1.63679 -0.66471 -1.67269
H -1.97065 0.78613 -0.46039
```

The charge is +1. The energy above the lowest of the compared OMol25 structures with the same formula, charge and spin comes out at 246.2 kJ/mol. The orbital gap is 9.555 eV. Its multiplicity is 1.

***

ORCA calculation (the ωB97M-V functional and the def2-TZVPD basis) on a molecular structure, C3H11N3O2P2S.

```
22
C3H11N3O2P2S (the ωB97M-V functional and the def2-TZVPD basis)
C 2.74911 0.03332 -0.62615
C -2.90256 -0.38705 0.42514
C 0.81722 -1.61061 -0.96028
N -0.60264 1.53182 -2.03594
N 1.31270 -0.32957 -0.91283
N -0.39557 -1.86899 -0.75607
O -1.21286 1.29207 1.44781
O -1.04322 -1.13429 2.09053
P 0.34183 1.14647 -0.99277
P 0.91628 2.21915 0.79717
S -1.18036 -0.06792 0.84171
H 3.23219 -0.39325 0.30405
H 3.53782 -0.22996 -1.41822
H 2.75459 1.08672 -0.53392
H -3.37628 0.52047 0.69121
H -3.09885 -0.68911 -0.65196
H -3.09961 -1.19498 1.02619
H 1.60426 -2.36298 -1.38646
H -1.30009 -0.74054 2.92802
H -0.67856 -2.80425 -0.98203
H -0.18856 3.04440 0.86265
H 1.81315 2.93909 -0.15785
```

The expectation value of S² is 2.012. The orbital gap (alpha / beta) is 5.660 / 6.911 eV. Its multiplicity is 3.

***

ORCA calculation (the ωB97M-V functional and the def2-TZVPD basis) on 3 unconnected molecules or ions with the total composition C7H11F3O3S2.

```
26
C7H11F3O3S2 (the ωB97M-V functional and the def2-TZVPD basis)
C 2.05927 1.59488 -1.98273
C 0.08400 -0.12385 2.11603
C -1.18742 -0.94941 1.80876
C 1.33339 -1.09427 1.79069
C -1.26271 -1.60682 0.42948
C 1.18514 -1.77498 0.48279
C 0.02607 -1.93424 -0.16854
O -1.43071 2.96949 -2.63302
O -0.07050 2.01667 -0.93328
O -2.56651 2.01433 -0.64788
F 1.57742 2.70987 -2.70674
F 2.71185 2.05255 -1.00944
F -1.59163 0.53863 -2.25182
S -1.40923 1.94267 -1.50088
S 1.99508 0.06397 -2.35040
H 0.09081 0.78128 1.39219
H 0.06115 0.23570 3.14609
H -1.05777 -1.78141 2.54529
H -2.12644 -0.50725 2.04441
H 2.28434 -0.51627 1.56927
H 1.38268 -1.75414 2.57069
H -1.79933 -2.61488 0.45548
H -1.85998 -1.04633 -0.19590
H -0.56487 3.31562 -2.91228
H 2.23326 -2.00769 0.09509
H -0.09733 -2.52412 -1.15335
```

Its SMILES is O=S(=O)(O)F.C1=CCCCC1.FC(F)=S. The energy above the lowest of the compared OMol25 structures with the same formula, charge and spin comes out at 0.0 kJ/mol. The orbital gap is 8.910 eV. Its multiplicity is 1.

***

ORCA calculation (the ωB97M-V functional and the def2-TZVPD basis) on a molecular structure, C6H14N5O.

```
26
C6H14N5O (the ωB97M-V functional and the def2-TZVPD basis)
C -1.19149 0.27288 0.24884
C -3.44948 0.63870 -0.04223
C -3.09136 -0.78761 -0.50827
C 3.32460 0.65168 -0.11989
C 2.37693 0.45111 -1.31517
C 1.12424 -0.51287 0.34127
N -2.17001 1.15670 0.42204
N -1.65481 -0.84510 -0.29256
N 2.50443 0.47294 1.05715
N 0.82715 -1.74319 0.92255
N 0.07739 0.46358 0.59243
O 1.51684 -0.62471 -0.95030
H -3.83870 1.25499 -0.85594
H -4.17658 0.63653 0.77187
H -3.59555 -1.55331 0.08636
H -3.32892 -0.95242 -1.56120
H 4.15839 -0.05699 -0.18832
H 3.72133 1.66937 -0.12566
H 1.78409 1.35370 -1.50186
H 2.89321 0.15257 -2.22576
H -2.05932 2.09018 0.77810
H -1.08336 -1.65078 -0.48421
H 2.95120 -0.12262 1.74291
H 1.49528 -2.46238 0.67706
H 0.67822 -1.69334 1.92130
H 0.41116 1.34958 0.94792
```

The charge is +1. The energy above the lowest of the compared OMol25 structures with the same formula, charge and spin comes out at 0.0 kJ/mol. The orbital gap is 9.901 eV. Its multiplicity is 1.

***

ORCA calculation (the ωB97M-V functional and the def2-TZVPD basis) on 2 unconnected molecules or ions with the total composition C9H16N.

```
26
C9H16N (the ωB97M-V functional and the def2-TZVPD basis)
C -0.11618 0.76636 -3.01578
C -1.24508 1.78030 0.69740
C -0.57762 -0.08309 -2.33369
C -0.05501 0.91842 0.44995
C -0.68808 -1.52534 0.81161
C 0.90284 -1.42707 0.66777
C -1.54845 2.83660 -0.40130
C 1.77944 -1.26066 1.86334
C 1.43552 -2.09234 -0.56527
N -0.02359 -0.31369 0.50545
H 0.04085 1.66392 -3.51457
H -2.12264 1.09571 0.88030
H -0.92423 2.35820 1.60933
H -0.73045 -1.06149 -1.91007
H 0.90347 1.37593 0.29957
H -1.24343 -2.00326 0.03353
H -1.16803 -1.57241 1.76725
H -1.94624 2.25871 -1.18558
H -0.91756 3.69582 -0.59269
H -2.36580 3.51070 -0.01925
H 2.77654 -1.09453 1.59876
H 1.72673 -2.25286 2.24953
H 1.40748 -0.56375 2.59179
H 0.81096 -2.08480 -1.47036
H 1.43275 -3.19763 -0.30166
H 2.45582 -1.72775 -0.71535
```

The charge is +1. The energy above the lowest of the compared OMol25 structures with the same formula, charge and spin comes out at 477.2 kJ/mol. The orbital gap is 10.689 eV. Its multiplicity is 1.

***

ORCA calculation (the ωB97M-V functional and the def2-TZVPD basis) on a molecular structure, C41H54BaClN7O4P2S3Sb.

```
114
C41H54BaClN7O4P2S3Sb (the ωB97M-V functional and the def2-TZVPD basis)
Ba -0.56958 0.84387 -0.84284
C 2.86072 0.38362 2.15999
C 3.74078 1.04822 1.10006
C 5.07881 0.32647 0.98118
P 2.74130 1.16922 -0.46753
C 3.46737 2.62546 -1.38412
C 2.95914 2.63518 -2.82846
C 4.96105 2.94019 -1.29818
C 3.13272 -0.33397 -1.41781
C 4.32202 -0.39422 -2.15305
C 4.64016 -1.44172 -2.99284
C 3.70595 -2.46885 -3.12735
C 2.53942 -2.45043 -2.40484
C 2.20926 -1.41708 -1.48482
N 1.03415 -1.46793 -0.77358
C 0.60784 -2.73303 -0.44201
C 1.55148 -3.66368 0.08141
C 1.24473 -4.96713 0.37335
C -0.05283 -5.44377 0.17531
C -1.00505 -4.55033 -0.27254
C -0.72875 -3.20454 -0.55846
P -2.09895 -2.10929 -1.07472
C -3.50384 -2.49659 0.09483
C -3.00814 -2.24822 1.52179
C -4.27992 -3.81666 0.04430
C -2.60654 -2.65023 -2.77613
C -2.50554 -4.12727 -3.13433
C -3.98657 -2.08169 -3.11214
H 3.41984 0.22396 3.08748
H 2.48577 -0.58194 1.81174
H 1.99086 0.99854 2.38587
H 3.91392 2.09116 1.39279
H 4.92432 -0.70055 0.64449
H 5.57859 0.29528 1.95338
H 5.75038 0.80252 0.26684
H 2.95000 3.44617 -0.86962
H 3.32563 3.52831 -3.34130
H 1.86768 2.65272 -2.87144
H 3.29327 1.75739 -3.38209
H 5.57274 2.25974 -1.89219
H 5.33267 2.91954 -0.27415
H 5.13574 3.94587 -1.69180
H 5.02377 0.42467 -2.06533
H 5.56625 -1.44353 -3.55351
H 3.88256 -3.28297 -3.82192
H 1.82022 -3.24418 -2.55719
H 2.56108 -3.30497 0.24073
H 2.01866 -5.61806 0.76604
H -0.31353 -6.47866 0.36507
H -2.00534 -4.91538 -0.44753
H -4.22076 -1.70982 -0.16996
H -2.47730 -3.13389 1.86927
H -3.84411 -2.06409 2.20202
H -2.31073 -1.41196 1.59236
H -3.73762 -4.61571 0.54792
H -4.50139 -4.13929 -0.97273
H -5.23133 -3.69754 0.57156
H -1.88528 -2.09822 -3.39486
H -3.22782 -4.73708 -2.58450
H -1.51201 -4.52694 -2.93263
H -2.71625 -4.25305 -4.19949
H -4.78518 -2.59833 -2.57425
H -4.17639 -2.17886 -4.18258
H -4.04609 -1.01452 -2.89699
S -3.59734 1.37239 -4.85099
Sb -1.38753 1.88641 -4.47442
S -0.05392 0.03996 -3.99856
S -1.07718 3.46103 -2.75058
O -0.75443 2.67826 5.61448
C -0.30326 1.57242 6.15593
O -0.09823 1.46988 7.34778
C -0.06951 0.41453 5.24366
C 0.41606 -0.80784 5.65548
Cl 0.81544 -1.39340 7.20521
N 0.50211 -1.60854 4.56881
N 0.07153 -0.97922 3.46121
C -0.27138 0.23885 3.84220
C -0.74850 1.21380 2.78175
O -1.01273 2.38394 3.14286
O -0.84316 0.76089 1.62577
C 0.96724 -2.95070 4.46121
C 0.18547 -3.86355 3.77463
C 0.63022 -5.16731 3.63690
C 1.84705 -5.54797 4.18289
C 2.63260 -4.61899 4.84985
C 2.19939 -3.30956 4.98568
H -0.84787 2.59790 4.59122
H -0.74057 -3.53486 3.33095
H 0.03599 -5.87386 3.07636
H 2.19791 -6.56524 4.06639
H 3.59484 -4.90894 5.25118
H 2.80728 -2.56555 5.48090
C -4.17167 1.66576 -1.21167
N -3.29699 2.01120 -0.07948
C -3.31388 3.47339 0.08228
N -4.67316 3.97579 0.31986
C -5.50391 3.57624 -0.81992
N -5.54676 2.12475 -0.99704
C -6.04477 1.52560 0.23478
N -5.22716 1.86527 1.40113
C -3.85419 1.41497 1.13766
C -5.19768 3.32515 1.51813
H -4.17541 0.57864 -1.32789
H -3.78009 2.10811 -2.12888
H -2.90995 3.92262 -0.82671
H -2.68101 3.73459 0.93342
H -5.09912 4.02512 -1.72841
H -6.52255 3.94375 -0.65890
H -6.05737 0.43791 0.11907
H -7.06842 1.87170 0.41107
H -3.85532 0.32980 1.03220
H -3.22439 1.68900 1.98405
H -4.56990 3.59479 2.37044
H -6.21624 3.68301 1.69988
```

The charge is -2. The expectation value of S² is 0.760. The energy above the lowest of the compared OMol25 structures with the same formula, charge and spin comes out at 28.1 kJ/mol. The orbital gap (alpha / beta) is 5.265 / 5.843 eV. Its multiplicity is 2.

***

In the order shown, the computed maximum force values come out to 5.806; 10.263; 4.702; 4.109; 3.018; 0.963 eV Å⁻¹.
In the order shown, the computed total energy values come out to -301.735507; -1516.253097; -1594.926001; -585.828076; -406.867811; -4882.499127 hartree.